[1]
# C31H42FMgOSSi

C31H42FMgOSSi as an isolated structure (wB97M-V/def2-TZVPD, the OMol25 dataset).

Structure (ORCA input):
```
! RIJCOSX wB97M-V def2-TZVPD def2/J DEFGRID3
* xyz -1 1
Mg 0.3775 1.1758 -0.0031
C 2.9576 1.8154 -3.0807
Si 2.8060 1.4825 -1.1458
C 3.6365 3.0787 -0.5099
C 2.6731 4.2205 -0.9809
C 5.0829 3.3869 -0.9778
C 3.5863 3.1928 1.0442
C 3.9006 -0.0899 -0.8336
C 3.1188 -1.2601 -1.4274
C 3.9736 -0.3301 0.6653
C 5.3193 -0.1144 -1.3851
H 3.9325 2.1906 -3.4158
H 2.1722 2.5225 -3.3083
H 2.7034 0.8096 -3.5365
H 2.6834 4.3328 -2.0515
H 3.0566 5.1599 -0.5638
H 1.6478 4.0911 -0.5876
H 5.1559 3.5262 -2.0815
H 5.8041 2.6309 -0.7205
H 5.3423 4.3182 -0.4692
H 2.5811 2.9061 1.3661
H 3.7683 4.2101 1.3836
H 4.2610 2.4719 1.4892
H 2.1026 -1.3015 -1.0474
H 3.5941 -2.2404 -1.2178
H 2.9947 -1.1136 -2.5031
H 2.9302 -0.4343 1.0758
H 4.4017 0.4432 1.2985
H 4.5343 -1.2649 0.8770
H 5.4419 0.1250 -2.4707
H 5.6916 -1.1165 -1.1927
H 5.9160 0.5228 -0.7791
C -3.4720 -5.2036 0.1690
C -2.2317 -5.2115 0.7847
C -1.3741 -4.1033 0.7561
C -1.7335 -2.8681 0.1878
C -3.0420 -2.8654 -0.3785
C -3.8937 -3.9949 -0.3594
C -0.8546 -1.6675 0.2638
C -0.8690 -0.5817 -0.5042
C -1.7630 -0.4816 -1.6444
C -2.7677 0.5319 -1.6943
C -3.6496 0.5963 -2.7922
C -3.5533 -0.3859 -3.8151
C -2.5605 -1.3621 -3.7507
C -1.7108 -1.4439 -2.6559
H -4.1347 -6.0698 0.2441
H -1.9153 -6.1426 1.2864
H -0.4026 -4.2370 1.2191
H -3.4470 -1.9154 -0.7356
H -4.8715 -3.8767 -0.7653
H -0.1703 -1.7032 1.1189
H -2.8444 1.2796 -0.8733
H -4.4625 1.3163 -2.8571
H -4.2549 -0.3907 -4.6417
H -2.5460 -2.1637 -4.4707
H -0.9416 -2.2242 -2.5686
C -5.7292 -0.8834 1.7759
C -4.3243 -0.3540 2.0467
C -3.3612 -1.1189 2.7109
C -2.1708 -0.5097 3.0310
C -1.8741 0.7761 2.6714
C -2.8293 1.5708 2.0140
C -4.0576 0.9970 1.7232
S -0.2703 1.4908 3.0134
C 0.0928 0.7389 4.5760
O 0.7296 0.8095 2.1048
H -5.8254 -1.3757 0.8101
H -6.4638 -0.0585 1.7865
H -6.0833 -1.6301 2.5316
H -3.5148 -2.1509 2.9835
H -1.4783 -1.1367 3.5415
H -2.5330 2.5994 1.7559
H -4.8127 1.5685 1.1917
H 0.3295 -0.3286 4.4445
H -0.7927 0.8919 5.1991
H 0.9387 1.2595 5.0540
F -0.6518 2.6649 0.6017
*
```

Summary:
Energy above the lowest of the compared OMol25 structures with the same formula, charge and spin ... 0.00 kcal/mol
Kohn-Sham gap ... 6.1879 eV
Highest occupied orbital energy ... -3.82 eV

Table of Löwdin atomic charges, one value per atom, all in e: 0.543 -0.227 0.679 -0.659 -0.128 -0.097 -0.113 -0.693 -0.135 -0.126 -0.108 0.005 -0.010 0.019 0.052 0.070 0.070 0.074 0.045 0.066 0.055 0.069 0.052 0.045 0.086 0.062 0.076 0.053 0.082 0.092 0.064 0.042 -0.130 -0.121 -0.056 -0.202 -0.031 -0.092 -0.138 -0.150 -0.295 -0.040 -0.090 -0.119 -0.106 -0.071 0.093 0.097 0.101 0.104 0.083 0.086 0.104 0.086 0.080 0.089 0.126 -0.054 -0.243 -0.035 -0.103 -0.378 -0.073 -0.042 0.957 -0.264 -0.575 0.065 0.073 0.085 0.117 0.100 0.108 0.112 0.061 0.058 0.058 -0.539



[2]
# C31H42N7OsS3Si2Te

C31H42N7OsS3Si2Te as an isolated structure (wB97M-V/def2-TZVPD, the OMol25 dataset).

Structure (ORCA input):
```
! RIJCOSX wB97M-V def2-TZVPD def2/J DEFGRID3
* xyz 3 1
Os -0.4701 -0.1130 -0.5141
N 0.2888 -1.7270 -3.6004
C -0.5923 -0.7032 -3.6338
N -0.9484 0.0147 -2.5805
C -1.8001 1.0504 -2.9377
C -2.0880 1.1147 -4.2476
S -1.2933 -0.1474 -5.1051
C -2.2320 1.9287 -1.8729
C -2.9876 3.0344 -1.9706
S -3.2100 3.7692 -0.4269
C -2.2445 2.5382 0.2978
N -1.8033 1.6436 -0.5671
N -1.9293 2.5476 1.6052
H 0.4621 -2.1894 -2.7243
H 0.3971 -2.2927 -4.4281
H -2.7373 1.8080 -4.7590
H -3.4420 3.4539 -2.8549
H -2.4126 3.1800 2.2229
H -1.4999 1.7363 2.0201
C 1.2683 0.4188 3.4346
C 0.9594 0.4891 2.0978
N -0.0908 -0.1677 1.5591
C -0.8468 -0.9148 2.3803
C -0.6084 -1.0406 3.7392
C 0.4736 -0.3509 4.2756
C -1.5070 -1.8366 4.5969
C -1.9581 -3.0751 4.4001
C -1.5666 -4.0610 3.3713
C -2.0664 -5.3558 3.4677
C -1.6159 -6.2850 2.5403
N -0.7480 -5.9559 1.5885
C -0.3285 -4.6998 1.5638
N -0.7008 -3.7374 2.4019
H 2.1232 0.9619 3.8138
H 1.5418 1.0931 1.4220
H -1.7065 -1.4103 1.9566
H 0.6983 -0.4282 5.3328
H -1.8204 -1.3328 5.5059
H -2.6338 -3.4756 5.1473
H -2.7674 -5.6248 4.2466
H -1.9451 -7.3173 2.5613
H 0.3847 -4.4328 0.7898
S -1.2910 -2.3152 -0.6617
C -2.9907 -2.3738 -0.4560
C -3.6325 -3.5806 -0.8331
C -4.9804 -3.7313 -0.6027
C -5.7018 -2.7029 0.0051
C -5.0760 -1.4980 0.3614
C -3.7351 -1.3230 0.1280
H -3.0500 -4.3674 -1.2968
H -5.4756 -4.6483 -0.8918
H -6.7596 -2.8329 0.1969
H -5.6529 -0.7096 0.8270
H -3.2488 -0.3908 0.3837
C 4.2140 0.2677 0.6753
Si 3.5997 -0.5944 -0.8618
C 5.0116 -1.3991 -1.7597
C 2.1233 -1.7406 -0.4909
C 2.8828 0.6290 -2.1328
Te 1.2166 1.7864 -1.5375
C 2.1454 3.1155 -0.1733
Si 2.3681 4.7965 -1.1494
C 3.3582 5.8413 0.0253
C 0.5952 5.3476 -1.4148
C 3.2235 4.4409 -2.7721
H 4.7732 -0.4495 1.2841
H 3.4363 0.6815 1.3114
H 4.9118 1.0700 0.4223
H 5.4894 -2.1627 -1.1393
H 5.7754 -0.6546 -1.9969
H 4.7076 -1.8754 -2.6942
H 2.1960 -2.2022 0.4968
H 2.0541 -2.5509 -1.2216
H 1.1535 -1.1677 -0.5215
H 2.5300 0.0772 -3.0085
H 3.6461 1.3317 -2.4778
H 3.1007 2.7098 0.1566
H 1.4838 3.3051 0.6738
H 2.8912 5.8921 1.0112
H 3.4480 6.8635 -0.3519
H 4.3683 5.4445 0.1485
H 0.0808 5.4996 -0.4607
H 0.0286 4.6147 -1.9975
H 0.5544 6.2965 -1.9557
H 4.2223 4.0228 -2.6209
H 3.3529 5.3703 -3.3321
H 2.6552 3.7593 -3.4103
*
```

Summary:
Energy above the lowest of the compared OMol25 structures with the same formula, charge and spin ... 24.89 kcal/mol
Kohn-Sham gap (spin up / spin down) ... 4.7911 / 4.8192 eV
Highest occupied orbital energy (spin up / spin down) ... -15.94 / -15.94 eV

Table of Löwdin atomic charges, one value per atom, all in e: 0.930 0.134 -0.678 -0.212 -0.382 -0.286 1.177 -0.366 -0.290 1.163 -0.665 -0.107 0.150 0.040 0.126 0.104 0.105 0.124 0.082 0.001 -0.149 -0.147 -0.107 -0.174 0.050 -0.019 0.000 -0.254 0.024 -0.080 0.102 -0.226 0.121 0.132 0.046 0.083 0.144 0.129 0.123 0.124 0.126 0.092 0.872 -0.594 -0.064 -0.024 0.015 -0.029 -0.097 0.120 0.131 0.133 0.125 0.078 -0.154 0.463 -0.154 -0.158 -0.511 1.469 -0.504 0.432 -0.161 -0.183 -0.182 0.059 -0.007 0.056 0.052 0.056 0.047 0.060 0.050 -0.103 0.014 0.031 0.008 0.020 0.044 0.051 0.046 0.039 0.001 0.050 0.044 0.052 0.015